Record 1
59
Properties=species:S:1:pos:R:3 method="wB97M-V/def2-TZVPD" homo_lumo_gap_ev="2.58 / 8.93" total_charge=-1 e_tot_ha=-1255.38936 s_squared=0.7504 spin_multiplicity=2
O -0.92 0.44 0.75
H -0.89 0.87 1.61
H -1.82 0.14 0.58
H -0.67 1.04 0.05
B -0.03 2.21 -1.10
H 0.61 1.44 -0.69
H -0.75 1.72 -1.75
H -0.64 2.73 -0.38
H 0.62 2.88 -1.63
C 1.07 -2.59 0.38
C 0.55 -3.07 1.77
O 0.99 -2.25 2.84
O 2.44 -2.95 0.17
H 1.06 -1.51 0.26
H 0.41 -2.95 -0.42
H 0.75 -4.13 1.95
H -0.54 -3.02 1.78
H 1.95 -2.31 2.80
H 2.63 -2.77 -0.75
C -0.02 0.26 -4.52
C 0.64 1.68 -4.65
O -0.06 2.69 -3.98
O 0.29 -0.26 -3.28
H 0.38 -0.33 -5.34
H -1.09 0.44 -4.64
H 0.65 1.92 -5.71
H 1.63 1.79 -4.21
H 0.20 2.79 -3.06
H -0.05 0.32 -2.59
C 3.54 1.63 0.16
C 3.69 0.47 -0.80
O 4.78 -0.39 -0.37
O 2.73 2.67 -0.44
H 4.58 1.92 0.26
H 3.16 1.47 1.17
H 3.80 0.66 -1.87
H 2.84 -0.21 -0.88
H 4.81 -1.19 -0.91
H 1.81 2.41 -0.42
C -0.44 1.66 3.97
C -1.49 0.55 3.78
O -2.56 0.95 3.06
O 0.10 2.24 2.77
H 0.37 1.20 4.53
H -0.81 2.38 4.70
H -1.87 0.22 4.75
H -1.07 -0.39 3.41
H -3.29 0.43 3.40
H 0.57 3.06 2.93
C -3.65 -1.39 0.64
C -3.46 -2.52 -0.40
O -2.11 -2.91 -0.62
O -3.39 -0.11 0.19
H -3.03 -1.53 1.53
H -4.68 -1.31 0.99
H -4.04 -2.32 -1.30
H -3.98 -3.41 -0.05
H -2.11 -3.87 -0.52
H -4.19 0.41 0.10



Record 2
13
Properties=species:S:1:pos:R:3 method="wB97M-V/def2-TZVPD" homo_lumo_gap_ev=8.73 e_tot_ha=-340.65616
H -0.64 3.01 -0.29
N -0.19 2.73 0.58
C -0.19 1.50 0.80
O -1.32 0.56 0.13
C -0.61 -0.51 -0.22
C -1.09 -1.76 -0.36
C 0.89 -0.28 -0.37
N 1.74 -1.08 0.21
H 2.65 -1.03 -0.25
H 0.11 0.99 1.72
H -2.14 -1.95 -0.20
H -0.43 -2.60 -0.57
H 1.21 0.41 -1.16



Record 3
117
Properties=species:S:1:pos:R:3 method="wB97M-V/def2-TZVPD" smiles="CC(=O)N(C)c1cc2c(cc1C(F)(F)F)C(=O)NC2=O.O=S1(=O)OCCO1.O=S1(=O)OCCO1.O=S1(=O)OCCO1.O=S1(=O)OCCO1.O=S1(=O)OCCO1.O=S1(=O)OCCO1.O=S1(=O)OCCO1.O=S1(=O)OCCO1" homo_lumo_gap_ev=9.58 e_tot_ha=-7319.39421
C 10.61 -1.98 2.16
C 9.10 -2.05 1.99
O 8.46 -2.73 2.76
N 8.48 -1.27 0.94
C 8.64 -1.94 -0.36
C 7.09 -1.11 1.30
C 6.12 -2.05 1.00
C 4.87 -1.82 1.44
C 4.49 -0.69 2.15
C 5.43 0.26 2.41
C 6.72 0.03 1.98
C 7.71 1.14 2.30
F 7.09 2.32 2.40
F 8.26 0.91 3.51
F 8.66 1.31 1.39
C 3.02 -0.78 2.51
O 2.23 0.05 2.86
N 2.75 -2.19 2.37
C 3.59 -2.65 1.32
O 3.39 -3.49 0.48
H 11.10 -2.55 1.37
H 10.85 -2.47 3.10
H 10.96 -0.95 2.23
H 8.19 -2.94 -0.40
H 8.31 -1.29 -1.16
H 9.72 -2.08 -0.52
H 6.35 -2.96 0.47
H 5.16 1.16 2.96
H 2.87 -2.72 3.23
O 4.37 -1.32 5.10
S 3.93 -0.25 5.92
O 2.61 0.25 5.87
O 4.96 0.97 5.73
C 5.53 1.33 7.00
C 5.52 0.06 7.80
O 4.28 -0.59 7.45
H 4.89 2.10 7.45
H 6.53 1.73 6.86
H 5.56 0.24 8.87
H 6.34 -0.60 7.51
O -1.91 -2.31 -0.53
S -2.32 -1.23 0.29
O -3.65 -0.72 0.24
O -1.29 -0.02 0.09
C -0.72 0.35 1.36
C -0.73 -0.93 2.17
O -1.97 -1.56 1.81
H -1.35 1.11 1.81
H 0.28 0.74 1.22
H -0.69 -0.74 3.24
H 0.09 -1.59 1.89
O 2.96 4.77 3.73
S 3.28 3.70 2.85
O 4.00 2.56 3.29
O 4.00 4.31 1.56
C 3.28 3.95 0.38
C 1.84 3.81 0.83
O 1.94 3.20 2.13
H 3.67 3.00 0.01
H 3.40 4.71 -0.39
H 1.25 3.19 0.16
H 1.36 4.78 0.94
O 6.31 1.38 10.41
S 7.45 0.81 11.04
O 8.74 0.85 10.46
O 7.10 -0.71 11.42
C 7.25 -0.92 12.83
C 6.96 0.43 13.44
O 7.54 1.38 12.54
H 8.27 -1.23 13.02
H 6.56 -1.69 13.17
H 7.39 0.54 14.44
H 5.88 0.63 13.49
O -8.10 0.09 -4.31
S -8.12 0.50 -2.95
O -9.01 1.51 -2.49
O -6.63 0.87 -2.52
C -6.23 0.07 -1.39
C -7.02 -1.21 -1.53
O -8.30 -0.79 -2.02
H -6.50 0.61 -0.48
H -5.16 -0.10 -1.40
H -7.12 -1.75 -0.59
H -6.57 -1.87 -2.28
O -4.64 -2.76 -5.82
S -4.87 -2.42 -7.18
O -4.57 -3.32 -8.24
O -4.17 -1.01 -7.47
C -5.15 -0.07 -7.94
C -6.44 -0.51 -7.31
O -6.39 -1.95 -7.34
H -5.19 -0.14 -9.03
H -4.87 0.94 -7.66
H -7.32 -0.15 -7.85
H -6.51 -0.20 -6.27
O -13.71 2.62 -6.40
S -13.75 3.04 -5.05
O -14.64 4.05 -4.60
O -12.26 3.42 -4.60
C -11.87 2.62 -3.47
C -12.65 1.34 -3.62
O -13.93 1.75 -4.11
H -12.15 3.16 -2.56
H -10.80 2.46 -3.47
H -12.76 0.81 -2.67
H -12.20 0.68 -4.36
O -5.48 0.72 -13.06
S -5.97 -0.26 -12.15
O -5.98 -0.04 -10.75
O -5.22 -1.64 -12.45
C -6.18 -2.66 -12.75
C -7.35 -1.92 -13.36
O -7.44 -0.70 -12.60
H -6.46 -3.15 -11.82
H -5.75 -3.39 -13.43
H -8.28 -2.48 -13.29
H -7.16 -1.66 -14.40



Record 4
22
Properties=species:S:1:pos:R:3 method="wB97M-V/def2-TZVPD" smiles="NC(N)=Nc1nc2cc(Cl)c(O)cc2s1" homo_lumo_gap_ev=8.59 e_tot_ha=-1461.70300
N 1.87 -3.85 1.80
C 1.13 -2.85 1.41
N 0.14 -2.59 2.23
N 1.38 -2.27 0.34
C 0.72 -1.16 -0.17
N -0.42 -0.62 0.26
C -0.62 0.51 -0.50
C -1.74 1.35 -0.31
C -1.78 2.58 -0.95
Cl -3.05 3.62 -0.49
C -0.74 3.01 -1.67
O -0.75 4.29 -2.20
C 0.38 2.25 -1.82
C 0.44 1.01 -1.27
S 1.69 -0.22 -1.36
H 2.75 -4.05 1.20
H 1.80 -4.12 2.81
H -0.38 -1.95 1.62
H -0.32 -3.51 2.57
H -2.48 1.04 0.41
H -1.29 4.82 -1.69
H 1.26 2.71 -2.24



Record 5
50
Properties=species:S:1:pos:R:3 method="wB97M-V/def2-TZVPD" homo_lumo_gap_ev="8.41 / 6.40" e_tot_ha=-2843.67274 s_squared=8.7794 spin_multiplicity=6
Fe -0.23 0.03 0.61
C 3.34 2.16 0.56
C 2.09 2.04 -0.25
C 2.20 2.25 -1.73
O 1.03 1.76 0.28
H 3.65 3.21 0.60
H 4.15 1.60 0.08
H 3.18 1.79 1.57
H 2.86 3.08 -1.96
H 1.21 2.41 -2.16
H 2.62 1.35 -2.17
F 0.80 -0.39 -1.56
C 0.61 -1.54 -0.69
F 0.07 -2.47 -1.51
C 2.04 -1.98 -0.41
F 2.07 -2.91 0.56
F 2.76 -0.91 0.03
F 2.71 -2.49 -1.46
C -1.87 -0.90 8.68
C -1.30 -0.78 7.30
C -1.99 -1.20 6.18
C -1.45 -1.11 4.90
C -2.24 -1.59 3.71
C -0.17 -0.58 4.75
Te 0.76 -0.53 2.83
C 0.55 -0.13 5.86
C 1.94 0.45 5.75
C -0.03 -0.24 7.12
H -2.89 -1.29 8.66
H -1.88 0.06 9.19
H -1.26 -1.58 9.29
H -2.99 -1.62 6.30
H -3.23 -1.93 4.01
H -1.73 -2.42 3.21
H -2.35 -0.79 2.98
H 2.03 1.10 4.88
H 2.68 -0.35 5.64
H 2.18 1.03 6.64
H 0.53 0.12 7.98
C -3.89 -0.58 -0.90
C -3.45 0.02 0.43
C -4.05 1.41 0.62
O -2.07 0.06 0.53
H -4.97 -0.77 -0.88
H -3.36 -1.52 -1.08
H -3.66 0.11 -1.71
H -3.83 -0.63 1.24
H -3.78 2.04 -0.23
H -3.66 1.87 1.53
H -5.14 1.35 0.68